1.
# C24H26ClIN5O6V

A molecular structure, C24H26ClIN5O6V in a non-equilibrium geometry (ωB97M-V/def2-TZVPD, the Open Molecules 2025 dataset).

Each line ends with the Löwdin charge.
Cartesian coordinates (Å):
V: -0.06144 0.36636 0.83447  0.9688
C: -1.49832 4.14517 -1.08501  0.0458
C: -1.49453 2.66361 -0.88825  -0.4485
O: -0.67480 2.11884 -0.12074  -0.1157
N: -2.38278 1.95021 -1.57338  0.1325
C: -2.47795 0.48646 -1.51284  -0.0945
C: -1.28344 -0.12701 -2.18589  -0.2734
C: -1.37385 -0.60763 -3.47786  -0.0125
C: -0.22282 -1.02472 -4.12860  -0.0304
C: 0.98761 -0.88950 -3.47953  -0.0234
C: 1.00368 -0.40763 -2.18258  -0.0931
N: -0.11429 -0.07301 -1.51622  0.0667
H: -0.50859 4.54514 -0.88747  0.0833
H: -2.19709 4.59489 -0.37661  0.1117
H: -1.79618 4.41111 -2.09785  0.0955
H: -3.04807 2.45104 -2.13947  0.1599
H: -3.39308 0.19743 -2.02264  0.1393
H: -2.55770 0.18017 -0.47482  0.0752
H: -2.33682 -0.64153 -3.97039  0.1231
H: -0.27509 -1.42525 -5.13293  0.1208
H: 1.91900 -1.15206 -3.96116  0.1197
H: 1.93197 -0.29185 -1.65305  0.1084
O: -1.64761 0.06452 3.44641  -0.3342
Cl: -1.55144 0.95378 2.32686  0.7072
O: -1.32887 2.31207 2.73626  -0.3344
O: -2.73420 0.83654 1.46904  -0.3809
O: 0.68436 -0.41750 1.91736  -0.2493
I: 0.13476 6.08504 2.81817  0.9238
C: 1.12826 4.26289 2.83577  -0.7254
C: 1.67529 3.74363 3.99528  -0.1081
C: 2.25102 2.48374 3.94418  -0.0324
C: 2.26172 1.80123 2.74418  -0.1373
N: 1.73042 2.29984 1.61573  0.0520
C: 1.18880 3.51889 1.67230  -0.2320
H: 1.66083 4.30857 4.91796  0.1090
H: 2.70060 2.04547 4.82426  0.1165
H: 2.72699 0.82818 2.65979  0.1118
H: 0.77627 3.90612 0.75322  0.0725
C: 0.62290 -5.98874 1.16677  0.0168
N: 1.47774 -4.85502 0.86648  -0.0512
N: 1.00324 -3.59435 0.51315  0.0589
C: 2.06882 -2.73774 0.32959  -0.4165
O: 1.91504 -1.54959 -0.00478  -0.0639
C: 3.23149 -3.53142 0.54240  0.0650
C: 2.82303 -4.79957 0.86082  -0.2636
C: 3.63065 -6.01095 1.18054  -0.0017
C: -0.37562 -3.24872 0.55436  -0.2244
C: -1.04166 -3.13896 1.76843  -0.0148
C: -2.39383 -2.82839 1.78282  -0.0566
C: -3.07271 -2.61803 0.58841  -0.0648
C: -2.40199 -2.73280 -0.62263  -0.0813
C: -1.04882 -3.04693 -0.64252  -0.0082
H: -0.41315 -5.71553 0.99271  0.0896
H: 0.73265 -6.29418 2.20729  0.1007
H: 0.87349 -6.83005 0.52247  0.0978
H: 4.24351 -3.17559 0.45127  0.1181
H: 4.68904 -5.76977 1.12887  0.0886
H: 3.42662 -6.81987 0.47684  0.0904
H: 3.40733 -6.37691 2.18427  0.0919
H: -0.49807 -3.28208 2.69504  0.1363
H: -2.91271 -2.74136 2.72782  0.1198
H: -4.12602 -2.36981 0.60479  0.1172
H: -2.93860 -2.60686 -1.55537  0.1107
H: -0.51070 -3.15971 -1.57630  0.1269

Summary:
Multiplicity   2
⟨S²⟩   0.774
Electronic energy   -91344.4853 eV
Molar mass   693.802 g/mol
HOMO energy (spin up / spin down)   -10.55 / -10.56 eV
Energy above the lowest of the compared OMol25 structures with the same formula, charge and spin   342.1 kJ/mol
Gap between HOMO and LUMO (spin up / spin down)   6.459 / 6.908 eV
Total charge   +1

2.
# C30H49BN4O4P2V

A molecular structure, C30H49BN4O4P2V in a non-equilibrium geometry (ωB97M-V/def2-TZVPD, the Open Molecules 2025 dataset).

Each line ends with the Löwdin charge.
Cartesian coordinates (Å):
V: -0.45223 0.08545 0.00355  0.7890
C: 1.75710 -1.74006 -1.96039  -0.0819
C: 0.95285 -1.11908 -3.10935  -0.6663
C: 1.88713 -0.93423 -4.31559  -0.0588
C: -0.19051 -2.06371 -3.49681  -0.0743
P: 0.28175 0.46221 -2.41317  1.1444
C: 1.70184 1.62940 -2.41308  -0.2258
N: 2.08275 1.73766 -1.03304  -0.0130
B: 1.41914 1.09566 0.05332  -0.5112
N: 2.22835 1.34177 1.20296  -0.0154
C: 2.00307 0.80100 2.51120  -0.2415
P: 0.32864 0.04435 2.43762  1.1425
C: 0.55288 -1.69466 3.03952  -0.6725
C: -0.79065 -2.42020 3.16987  -0.0674
C: 1.38585 -2.38333 1.94888  -0.0816
C: 1.30373 -1.80135 4.37425  -0.0577
C: -0.73782 1.13505 3.49770  -0.6636
C: -2.14426 0.54590 3.64193  -0.0626
C: -0.14051 1.34917 4.89709  -0.0579
C: -0.81181 2.50467 2.80042  -0.0642
C: 3.34671 2.08277 0.81382  -0.1485
C: 4.41774 2.55425 1.56171  0.0077
C: 5.39247 3.27319 0.89199  -0.0560
C: 5.30030 3.52034 -0.48222  -0.0559
C: 4.22916 3.05823 -1.22737  0.0080
C: 3.25442 2.33057 -0.55794  -0.1492
C: -1.02811 1.26783 -3.44762  -0.6647
C: -1.23617 2.68682 -2.87997  -0.0669
C: -2.35230 0.49990 -3.38947  -0.0614
C: -0.57872 1.37404 -4.91054  -0.0659
H: 2.23370 -2.66328 -2.29902  0.1126
H: 1.10147 -2.01668 -1.12565  0.0349
H: 2.54216 -1.08085 -1.58344  0.0929
H: 2.01789 -1.90387 -4.79908  0.1038
H: 2.87775 -0.59334 -4.01586  0.0863
H: 1.49962 -0.24733 -5.06614  0.0723
H: 0.22391 -3.06398 -3.63814  0.1023
H: -0.65943 -1.76904 -4.43497  0.0846
H: -0.96853 -2.12064 -2.73228  0.0544
H: 1.41487 2.58746 -2.84963  0.1052
H: 2.51844 1.22573 -3.01524  0.1053
H: 2.03359 1.56693 3.28808  0.1031
H: 2.74737 0.04365 2.76843  0.1040
H: -1.41421 -2.31628 2.27965  0.0603
H: -1.36377 -2.07273 4.02731  0.0760
H: -0.59322 -3.48385 3.31865  0.1033
H: 0.90121 -2.34774 0.96706  0.0289
H: 1.49364 -3.43910 2.20547  0.1073
H: 2.38733 -1.96573 1.83836  0.0946
H: 0.67031 -1.53595 5.21801  0.0787
H: 2.20808 -1.19460 4.41571  0.0844
H: 1.60697 -2.84049 4.51638  0.1031
H: -2.17760 -0.26408 4.36940  0.0796
H: -2.55510 0.16935 2.70349  0.0633
H: -2.81423 1.33112 3.99583  0.1084
H: 0.11258 0.42712 5.41683  0.0702
H: -0.88883 1.86487 5.50180  0.1054
H: 0.74047 1.98963 4.87265  0.0847
H: -1.41659 2.49045 1.89741  0.0683
H: 0.17370 2.90588 2.55438  0.0881
H: -1.27672 3.20455 3.49743  0.1074
H: 4.49545 2.36533 2.62429  0.1182
H: 6.24228 3.65434 1.44075  0.1157
H: 6.08010 4.08850 -0.96969  0.1158
H: 4.16355 3.26034 -2.28832  0.1188
H: -1.25689 2.73073 -1.79023  0.0734
H: -2.19723 3.06140 -3.23424  0.1038
H: -0.47396 3.38053 -3.23246  0.0849
H: -2.72655 0.38322 -2.37202  0.0586
H: -2.29009 -0.48697 -3.84490  0.0727
H: -3.10039 1.06913 -3.94283  0.1062
H: 0.39031 1.86477 -5.01805  0.0892
H: -1.30656 1.98375 -5.44963  0.1066
H: -0.53727 0.40295 -5.40393  0.0789
C: -1.25027 -3.88591 -0.46942  0.0320
C: -2.20168 -2.75902 -0.30645  -0.3139
N: -1.92595 -1.46156 -0.20142  0.0832
C: -3.15788 -0.82906 -0.03166  -0.1489
C: -4.15973 -1.74468 -0.04848  -0.0264
N: -3.53260 -2.94526 -0.22760  0.2245
C: -5.65517 -1.74396 0.07911  -0.4460
O: -6.26267 -0.58495 0.27316  0.1896
O: -6.21745 -2.79597 0.00124  0.1736
C: -3.18604 0.61739 0.15713  -0.4416
O: -4.09204 1.34904 0.39207  0.1969
O: -1.86574 1.10487 0.04605  -0.2085
H: -0.22824 -3.54550 -0.33571  0.0569
H: -1.34049 -4.32792 -1.46238  0.1044
H: -1.45598 -4.66207 0.26784  0.1087
H: -4.04737 -3.81841 -0.27869  0.1973
H: -5.64309 0.16417 0.32430  0.0948

Summary:
Multiplicity   2
⟨S²⟩   0.781
Electronic energy   -90988.0774 eV
Molar mass   653.450 g/mol
HOMO energy (spin up / spin down)   -13.36 / -13.38 eV
Gap between HOMO and LUMO (spin up / spin down)   6.335 / 6.813 eV
Total charge   +2

- Which formula does entry 2 have?
  C30H49BN4O4P2V